Computed, not measured: a molecular structure, C29H20Br2IrN5O3 in a non-equilibrium geometry, with ωB97M-V/def2-TZVPD.

HOMO level (alpha / beta)	-10.7 / -10.7	eV
E	-186906.0141	eV
frontier orbital gap (alpha / beta)	0.24500 / 0.17452	Ha
largest force on an atom	0.069	hartree/bohr
LUMO energy (alpha / beta)	-4.00 / -5.91	eV
<S²>	1.07
spin multiplicity	2
charge	+1

Last column: natural (NBO) charge in e.
Geometry (Å):
Ir -0.246 0.190 -0.330  1.01
C 2.589 -1.087 1.903  -0.68
C 1.271 -1.378 2.542  0.31
C 1.203 -2.056 3.774  -0.23
C 0.000 -2.259 4.397  -0.10
C -1.178 -1.780 3.791  -0.17
C -2.476 -1.848 4.350  0.03
Br -2.731 -2.624 6.051  0.16
C -3.563 -1.330 3.686  -0.28
C -3.413 -0.770 2.421  -0.07
Br -4.893 -0.063 1.507  0.17
C -2.168 -0.727 1.774  0.32
O -2.029 -0.334 0.553  -0.55
C -1.035 -1.179 2.523  0.20
N 0.162 -0.985 1.935  -0.46
H 3.400 -1.221 2.613  0.23
H 2.597 -0.066 1.522  0.27
H 2.755 -1.762 1.062  0.25
H 2.119 -2.407 4.226  0.24
H -0.048 -2.774 5.346  0.25
H -4.539 -1.361 4.147  0.26
N 8.543 -1.458 -5.692  -0.26
C 7.590 -1.279 -5.075  0.26
C 6.405 -1.054 -4.308  -0.16
C 5.200 -0.777 -4.954  -0.15
C 4.058 -0.557 -4.208  -0.19
C 4.099 -0.626 -2.818  -0.09
C 5.303 -0.909 -2.180  -0.15
C 6.455 -1.111 -2.917  -0.16
C 2.859 -0.412 -2.030  0.24
C 2.236 -1.536 -1.476  -0.04
C 2.710 -2.874 -1.535  -0.19
C 1.767 -3.665 -0.911  -0.32
C 0.739 -2.809 -0.489  0.01
N 1.027 -1.546 -0.815  -0.43
C 2.374 0.887 -1.924  -0.02
C 3.014 2.051 -2.443  -0.17
C 2.201 3.119 -2.141  -0.30
C 1.102 2.600 -1.446  0.05
N 1.213 1.269 -1.300  -0.46
H 5.168 -0.738 -6.034  0.24
H 3.121 -0.342 -4.706  0.23
H 5.336 -0.951 -1.099  0.22
H 7.395 -1.311 -2.422  0.24
H 3.635 -3.181 -1.992  0.24
H 1.791 -4.732 -0.772  0.24
H -0.179 -3.062 0.017  0.22
H 3.964 2.060 -2.949  0.24
H 2.364 4.156 -2.379  0.24
H 0.243 3.138 -1.075  0.22
N -1.415 -0.670 -3.150  -0.59
C -1.036 -0.324 -2.122  0.42
H -1.768 -0.964 -4.040  0.47
C -1.004 3.171 2.469  -0.28
O -1.014 2.088 1.510  -0.54
C 0.145 1.527 1.209  0.56
O 1.213 1.801 1.666  -0.61
H -2.040 3.323 2.753  0.20
H -0.605 4.073 2.007  0.20
H -0.391 2.904 3.327  0.20